Record 1
Density functional theory data (ωB97M-V/def2-TZVPD) for one molecule with the formula CHFO2.

- Kohn-Sham gap: 12.418 eV
- SMILES string: FC1OO1

Atoms and positions in Å:
F  -0.0512  -1.5726  0.0609
C  -0.1898  -0.0407  -0.0560
O  0.7033  0.6759  0.6769
O  0.6918  0.6465  -0.7201
H  -1.1542  0.2909  0.0383



Record 2
Density functional theory data (ωB97M-V/def2-TZVPD) for CHI2O3S as an isolated structure.

- Kohn-Sham gap: 7.902 eV
- Total charge: -1

Atoms and positions in Å:
C  -0.0627  -0.0873  0.9198
O  1.2967  -0.8834  -1.2584
O  0.8175  1.4905  -1.0248
O  -0.8824  -0.2286  -1.6786
S  0.3020  0.1136  -1.0205
I  -1.1189  1.6377  1.1538
I  -1.2214  -1.8834  1.3678
H  0.8692  -0.1591  1.5410



Record 3
Density functional theory data (ωB97M-V/def2-TZVPD) for one molecule with the formula CHIOS2.

- Kohn-Sham gap: 8.250 eV

Atoms and positions in Å:
C  1.2238  0.5745  -0.2040
O  0.4485  2.4657  1.0005
S  1.6054  1.9260  -1.5427
S  1.8808  1.9739  0.4939
I  2.9523  -0.6506  0.0256
H  -0.4815  2.0978  0.6835



Record 4
Density functional theory data (ωB97M-V/def2-TZVPD) for one molecule with the formula CHIOS2.

- Kohn-Sham gap (spin up / spin down): 4.805 / 4.472 eV
- ⟨S²⟩: 2.02
- Multiplicity: 3

Atoms and positions in Å:
C  -0.3929  -0.0045  0.2328
O  -0.2936  -0.3683  -1.0648
S  0.8767  0.7279  1.2704
S  0.0787  -1.1390  1.6382
I  1.0457  0.1442  -2.4987
H  -1.3146  0.6396  0.4221



It is found that the relative energy (zero: lowest compared OMol25 entry of this formula, charge and spin) values, taken in the order of the records, are 512.2, 94.6, 376.6, 195.1 kJ/mol.
It is found that the maximum force values, taken in the order of the records, are 5.117, 4.397, 3.398, 6.407 eV/A.